Entry 1:
Computed, not measured: a 2-piece molecular cluster, C24H25Cl2N3O3 overall in a non-equilibrium geometry, with ωB97M-V/def2-TZVPD.

XYZ file:
```
57
Properties=species:S:1:pos:R:3:nbo_charge:R:1
O -2.83891 3.98033 -1.27127 -0.628
O -4.65859 0.81192 1.15835 -0.626
Cl 5.27894 -6.81005 2.55973 -0.001
Cl 3.93499 3.82725 -2.44049 -0.003
N 2.22125 -0.56368 -0.32534 -0.439
O 4.49088 -0.50026 1.60413 -0.499
C -3.79090 3.22001 -1.13357 0.692
C -5.35463 0.71676 0.15912 0.662
C 1.22378 -0.56970 -1.21663 0.045
C 5.72670 -3.31513 4.52053 -0.191
C 5.75365 -4.67410 4.19149 -0.246
C 5.19742 -2.38896 3.61682 -0.206
C 4.73840 -4.18006 2.05727 -0.240
C 5.13119 1.49683 0.60022 -0.245
C 1.09359 0.42320 -2.18038 -0.257
C 5.02707 2.52211 -0.33805 -0.207
C 5.26046 -5.11089 2.95933 -0.014
C 4.69821 -2.81399 2.37577 -0.030
C 4.22184 0.43337 0.61917 0.309
C 2.01449 1.46318 -2.21601 -0.131
C 4.00279 2.51636 -1.28181 -0.015
C 3.14831 0.42305 -0.32824 0.167
C 3.05822 1.47575 -1.28155 -0.140
N -6.64643 0.40639 0.30566 -0.613
N -3.69229 1.89355 -1.34366 -0.427
C -5.13510 3.81559 -0.75035 -0.710
C 4.04295 -1.85350 1.41894 -0.076
C -7.64861 0.21728 -0.74423 -0.418
C -2.44636 1.25312 -1.73460 -0.209
C -2.65934 -0.23882 -1.49627 -0.411
C -4.15323 -0.40679 -1.77269 -0.398
C -4.76928 0.90081 -1.25762 -0.128
H 0.49744 -1.37600 -1.18902 0.195
H 6.10943 -2.98043 5.48042 0.219
H 6.15712 -5.39872 4.89225 0.226
H 5.16117 -1.33753 3.88807 0.227
H 4.34438 -4.53357 1.10947 0.224
H 5.93833 1.51418 1.32619 0.234
H 0.27618 0.38450 -2.89150 0.218
H 5.74781 3.33477 -0.34154 0.231
H 1.90700 2.24740 -2.96062 0.239
H -6.94036 0.29656 1.26532 0.410
H -5.39391 3.49749 0.25769 0.237
H -5.89634 3.50157 -1.46006 0.209
H -5.05230 4.90141 -0.77012 0.248
H 2.96570 -1.91029 1.60065 0.215
H 4.24284 -2.17489 0.39113 0.191
H -7.82035 1.15615 -1.27478 0.197
H -7.31856 -0.54601 -1.45201 0.198
H -8.59056 -0.10642 -0.29722 0.220
H -2.26497 1.44074 -2.79382 0.186
H -1.60764 1.61862 -1.13940 0.233
H -2.04970 -0.84821 -2.16406 0.212
H -2.44666 -0.47753 -0.45256 0.224
H -4.55800 -1.28687 -1.27039 0.224
H -4.31322 -0.48252 -2.84958 0.210
H -5.56632 1.19466 -1.93825 0.206
```

Results
**Kohn-Sham gap**: 8.0 eV
**Highest occupied orbital energy**: -8.12 eV
**Energy**: -2239.945755 a.u.

=====

Entry 2:
Computed, not measured: C24H25Cl5FN4O7P2SiSm as an isolated structure in a non-equilibrium geometry, with ωB97M-V/def2-TZVPD.

XYZ file:
```
70
Properties=species:S:1:pos:R:3:lowdin_charge:R:1
Sm 0.37673 -0.84956 1.66448 1.451
O 3.07920 -2.31079 2.74239 -0.154
P 2.27791 -2.89858 1.45703 0.104
O 2.97820 -4.09035 0.94356 -0.301
O 0.83512 -2.98398 1.92233 -0.451
O 2.30847 -1.71323 0.37456 -0.524
P 2.73205 -0.07647 -0.20812 0.807
O 1.99531 0.38838 2.31261 -0.561
O 2.81884 -0.31643 -1.69181 -0.482
O 0.94124 0.53754 -0.13502 -0.586
H 4.00498 -2.53267 2.59932 0.069
H 2.76225 0.18275 2.84605 -0.028
Cl 0.68833 2.37616 4.36781 0.621
C 0.01018 0.89631 5.03660 -0.689
C -0.35067 -0.14173 4.19000 -0.216
C -0.93200 -1.20544 4.85381 -0.703
Cl -1.52436 -2.54020 3.87817 0.650
C -1.11024 -1.31429 6.23026 -0.710
Cl -1.84496 -2.72418 6.94700 0.606
C -0.68603 -0.26618 7.03423 -0.718
Cl -0.85513 -0.35690 8.76222 0.604
C -0.12777 0.85781 6.42921 -0.705
Cl 0.38547 2.18251 7.44300 0.593
C -1.38138 -3.03693 -0.71164 -0.176
N -2.01658 -3.65469 -1.89395 -0.089
C -1.00457 -4.47959 -2.56392 -0.195
N 0.18150 -3.71836 -2.96787 -0.085
C 0.76877 -3.09823 -1.75790 -0.160
N -0.20574 -2.23606 -1.07304 -0.107
C -0.62548 -1.18221 -2.00737 -0.172
N -1.24626 -1.74982 -3.22448 -0.083
C -2.38927 -2.56902 -2.81173 -0.191
C -0.25878 -2.63474 -3.85379 -0.189
H -1.06724 -3.82203 -0.02252 0.124
H -2.09390 -2.38675 -0.20765 0.106
H -1.45358 -4.93389 -3.45099 0.109
H -0.69539 -5.27338 -1.88150 0.120
H 1.62862 -2.49003 -2.03357 0.108
H 1.09736 -3.88436 -1.07839 0.116
H 0.25337 -0.60285 -2.28376 0.109
H -1.34058 -0.53718 -1.49757 0.112
H -2.85126 -3.00463 -3.70226 0.110
H -3.11820 -1.92650 -2.31508 0.122
H 0.61249 -2.04113 -4.13243 0.123
H -0.69814 -3.07063 -4.75531 0.110
C -3.78474 2.71176 -1.68447 -0.113
C -2.69204 2.68091 -2.54584 -0.104
C -1.41221 2.51317 -2.03188 -0.094
C -1.19692 2.36740 -0.65739 -0.250
C -2.30937 2.39518 0.19344 -0.097
C -3.59362 2.56929 -0.31417 -0.093
Si 0.51607 2.11878 0.04617 0.527
C 1.63252 3.31635 -0.87512 -0.243
C 2.51437 2.94679 -1.90075 -0.083
C 3.25354 3.91239 -2.58195 -0.096
C 3.12645 5.25638 -2.25398 -0.119
C 2.25525 5.63962 -1.23781 -0.111
C 1.51894 4.67627 -0.55862 -0.106
H -4.78528 2.83633 -2.08310 0.087
H -2.83780 2.78085 -3.61588 0.091
H -0.56528 2.48980 -2.71423 0.105
H -2.17304 2.24709 1.26102 0.101
H -4.44458 2.57529 0.35799 0.094
H 0.44975 2.56952 1.44578 0.013
H 2.63596 1.89568 -2.15764 0.068
H 3.93587 3.60793 -3.36776 0.094
H 3.70624 6.00452 -2.78366 0.087
H 2.15484 6.68653 -0.97362 0.089
H 0.84305 4.98670 0.23673 0.100
F -1.60683 -0.55197 1.02373 -0.549
```

Results
**Relative energy (zero: lowest compared OMol25 entry of this formula, charge and spin)**: 0.0 kJ/mol
**Spin multiplicity**: 6
**Kohn-Sham gap (spin up / spin down)**: 7.0 / 7.0 eV
**Highest occupied orbital energy (spin up / spin down)**: -2.89 / -2.94 eV
**Energy**: -5706.739314 a.u.
**<S²>**: 8.757
**Total charge**: -2